--- a ---
Formula: C6H14O
Source: the OMol25 dataset
Level of theory: ωB97M-V/def2-TZVPD

Results
Kohn-Sham gap   9.747 eV

Geometry as ORCA input:
```
! RIJCOSX wB97M-V def2-TZVPD def2/J DEFGRID3
* xyz 0 1
C 1.058 1.261 -0.928
C -0.417 0.948 -1.067
C -0.854 -0.420 -0.649
C -0.605 -0.678 0.785
C -1.272 -0.244 1.855
C -0.796 -0.437 3.232
H 1.087 1.375 0.174
H 1.288 2.188 -1.538
H 1.687 0.534 -1.459
H -0.804 1.209 -2.086
H -0.983 1.731 -0.433
H -0.275 -1.196 -1.142
H -1.980 -0.669 -0.914
H 0.331 -1.323 0.926
H -2.208 0.304 1.692
H -0.546 0.506 3.725
H 0.145 -0.979 3.320
H -1.566 -0.941 3.900
H 2.553 -1.562 -3.693
H 1.788 -0.388 -2.974
O 2.370 -1.218 -2.727
*
```

---

--- b ---
Formula: C6H14O
Source: the OMol25 dataset
Level of theory: ωB97M-V/def2-TZVPD

Results
Kohn-Sham gap   10.800 eV

Geometry as ORCA input:
```
! RIJCOSX wB97M-V def2-TZVPD def2/J DEFGRID3
* xyz 0 1
C 2.410 -1.100 -2.030
C 1.764 -0.960 -0.654
C 0.721 0.156 -0.598
C -0.009 0.222 0.741
C -1.018 1.368 0.812
O -1.924 1.230 1.886
C -2.977 0.348 1.597
H 3.159 -1.898 -2.042
H 2.906 -0.169 -2.330
H 1.658 -1.336 -2.792
H 1.288 -1.910 -0.373
H 2.537 -0.771 0.103
H 1.207 1.120 -0.811
H -0.015 0.002 -1.401
H 0.710 0.328 1.564
H -0.531 -0.729 0.909
H -0.497 2.321 0.964
H -1.575 1.445 -0.138
H -3.616 0.736 0.787
H -3.577 0.248 2.504
H -2.624 -0.652 1.304
*
```

---

It comes down to b, which is 0.0462 hartree more stable than the next structure.

---

--- a ---
Formula: C6H14O
Source: the OMol25 dataset
Level of theory: ωB97M-V/def2-TZVPD

Results
Kohn-Sham gap   10.940 eV

Geometry as ORCA input:
```
! RIJCOSX wB97M-V def2-TZVPD def2/J DEFGRID3
* xyz 0 1
C 0.006 -1.371 -1.776
O 0.457 -0.393 -2.719
C -1.054 -1.089 -0.721
C -0.959 0.319 -0.104
C 0.386 0.655 0.525
C 0.405 2.032 1.241
C 0.871 -0.440 1.545
H 0.944 -1.842 -1.402
H -0.471 -2.206 -2.327
H 0.027 0.421 -2.450
H -0.917 -1.869 0.030
H -2.040 -1.202 -1.156
H -1.194 1.054 -0.882
H -1.755 0.359 0.655
H 1.127 0.551 -0.299
H 1.437 2.381 1.358
H 0.019 1.872 2.250
H -0.302 2.733 0.798
H 1.280 -1.362 1.121
H 0.035 -0.635 2.234
H 1.698 0.034 2.079
*
```

---

--- b ---
Formula: C6H14O
Source: the OMol25 dataset
Level of theory: ωB97M-V/def2-TZVPD

Results
Kohn-Sham gap   10.662 eV

Geometry as ORCA input:
```
! RIJCOSX wB97M-V def2-TZVPD def2/J DEFGRID3
* xyz 0 1
C -1.638 -0.619 -1.020
C -1.100 -0.298 0.378
C -2.169 0.409 1.212
C 0.178 0.550 0.322
C 1.484 -0.219 0.438
C 2.748 0.556 0.116
O 1.535 -1.367 0.828
H -2.507 -1.285 -0.961
H -0.889 -1.112 -1.646
H -1.957 0.296 -1.538
H -0.833 -1.241 0.870
H -3.082 -0.193 1.284
H -2.440 1.374 0.765
H -1.811 0.601 2.230
H 0.203 1.260 1.162
H 0.204 1.179 -0.578
H 1.408 -0.792 -2.267
H 3.106 1.032 1.036
H 2.578 1.340 -0.626
H 3.526 -0.126 -0.232
H 1.457 -1.346 -1.774
*
```

---

It comes down to a, which is 0.0063 hartree more stable than the next structure.

---

--- a ---
Formula: C5H13NO3
Source: the OMol25 dataset
Level of theory: ωB97M-V/def2-TZVPD

Results
Kohn-Sham gap   9.481 eV

Geometry as ORCA input:
```
! RIJCOSX wB97M-V def2-TZVPD def2/J DEFGRID3
* xyz 0 1
C 0.304 0.307 2.072
N -0.035 -0.332 0.812
C 0.043 0.577 -0.334
C -1.090 0.300 -1.326
C -2.461 0.540 -0.712
O -2.836 -0.522 0.145
C 1.391 0.431 -1.036
O 2.389 0.978 -0.633
H 1.307 0.751 2.109
H -0.425 1.082 2.315
H 0.259 -0.411 2.896
H 0.543 -1.145 0.657
H -0.014 1.626 -0.027
H -0.944 0.886 -2.239
H -1.059 -0.743 -1.668
H -3.236 0.581 -1.482
H -2.490 1.494 -0.167
H -2.063 -0.717 0.685
H 1.418 -0.247 -1.903
H 3.306 -1.073 -0.007
H 3.057 -2.586 -0.222
O 2.636 -1.776 0.068
*
```

---

--- b ---
Formula: C5H13NO3
Source: the OMol25 dataset
Level of theory: ωB97M-V/def2-TZVPD

Results
Kohn-Sham gap   9.226 eV

Geometry as ORCA input:
```
! RIJCOSX wB97M-V def2-TZVPD def2/J DEFGRID3
* xyz 0 1
C 1.395 -0.555 -0.062
C 1.278 1.970 -0.546
C 1.810 -0.394 1.397
C 0.602 0.614 -0.668
O 0.269 0.371 -1.956
H 0.781 -1.450 -0.171
H 2.282 -0.680 -0.687
H 0.644 2.717 -1.019
H 1.444 2.234 0.495
H 2.233 1.940 -1.068
H 2.309 -1.301 1.737
H 0.947 -0.239 2.042
H 2.497 0.440 1.529
C -3.050 -1.116 0.282
N -1.757 -1.299 -0.333
O -1.758 -1.264 -1.569
O -0.769 0.716 0.116
H -0.513 -0.317 -1.994
H -0.577 0.842 1.052
H -3.327 -2.070 0.732
H -3.818 -0.761 -0.406
H -2.921 -0.399 1.096
*
```

---

It comes down to a, which is 0.0821 hartree more stable than the next structure.

---

--- a ---
Formula: C5H13NO3
Source: the OMol25 dataset
Level of theory: ωB97M-V/def2-TZVPD

Results
Kohn-Sham gap   8.033 eV

Geometry as ORCA input:
```
! RIJCOSX wB97M-V def2-TZVPD def2/J DEFGRID3
* xyz 0 1
C 0.931 1.771 -0.231
C 2.250 1.874 -0.622
N 1.550 -1.518 1.051
O 1.693 -0.304 0.356
H 1.868 -2.288 0.466
H 2.093 -1.492 1.911
H 0.152 1.412 -0.887
H 0.618 2.016 0.772
H 2.919 2.495 -0.036
H 2.498 0.501 -0.121
H 2.472 1.900 -1.683
C -1.233 -1.488 -1.074
C -1.710 -0.619 0.043
C -2.602 0.365 -0.090
O -1.214 -0.860 1.308
O -3.017 1.153 0.954
H -0.295 -1.201 1.250
H -2.546 0.840 1.739
H -3.116 0.576 -1.015
H -1.738 -1.235 -2.006
H -1.414 -2.543 -0.852
H -0.158 -1.354 -1.231
*
```

---

--- b ---
Formula: C5H13NO3
Source: the OMol25 dataset
Level of theory: ωB97M-V/def2-TZVPD

Results
Kohn-Sham gap   10.531 eV

Geometry as ORCA input:
```
! RIJCOSX wB97M-V def2-TZVPD def2/J DEFGRID3
* xyz 0 1
C 0.623 -0.877 -0.711
C 2.095 -0.761 -1.049
O 2.810 -1.602 -0.104
C 0.321 0.143 0.392
N -1.004 0.498 0.686
C -1.199 1.008 2.028
C -1.981 -0.525 0.337
O 1.241 0.636 1.018
H 0.319 -1.876 -0.380
H -0.061 -0.622 -1.540
H 2.491 -1.181 -1.975
H 2.568 0.228 -0.990
H 2.616 -1.230 0.756
H -2.009 1.730 2.131
H -1.240 0.267 2.843
H -0.311 1.592 2.333
H -1.849 -1.124 -0.547
H -2.990 -0.087 0.284
H -2.341 -1.215 1.111
H -0.186 1.457 -1.489
H 0.316 2.152 -2.691
O -0.230 1.387 -2.444
*
```

---

It comes down to b, which is 0.1536 hartree more stable than the next structure.

---

--- a ---
Formula: C4H16O4
Source: the OMol25 dataset
Level of theory: ωB97M-V/def2-TZVPD

Results
Kohn-Sham gap   10.525 eV

Geometry as ORCA input:
```
! RIJCOSX wB97M-V def2-TZVPD def2/J DEFGRID3
* xyz 0 1
C -1.523 0.839 4.788
O -2.049 0.058 3.734
H -0.957 0.223 5.486
H -0.822 1.510 4.292
H -2.285 1.409 5.320
H -1.335 -0.350 3.239
C 7.131 1.895 1.430
O 7.073 3.242 1.178
H 6.759 1.372 0.549
H 8.155 1.531 1.512
H 6.549 1.540 2.281
H 6.222 3.456 0.788
C -6.514 -2.537 -4.743
O -5.650 -1.899 -3.888
H -6.335 -3.599 -4.575
H -7.551 -2.288 -4.519
H -6.292 -2.307 -5.785
H -5.736 -0.989 -4.180
C 0.652 -0.562 -1.466
O 0.879 -0.296 -0.106
H 1.128 0.197 -2.087
H 1.105 -1.520 -1.724
H -0.429 -0.616 -1.594
H 1.823 -0.310 0.069
*
```

---

--- b ---
Formula: C4H16O4
Source: the OMol25 dataset
Level of theory: ωB97M-V/def2-TZVPD

Results
Kohn-Sham gap   10.369 eV

Geometry as ORCA input:
```
! RIJCOSX wB97M-V def2-TZVPD def2/J DEFGRID3
* xyz 0 1
C -1.582 -1.598 1.940
O -2.668 -2.383 1.465
H -1.288 -0.829 1.219
H -1.870 -1.068 2.855
H -0.727 -2.233 2.171
H -2.928 -2.069 0.592
C -2.990 -0.046 -1.322
O -2.781 -1.446 -1.281
H -4.001 0.220 -1.014
H -2.327 0.433 -0.587
H -2.697 0.389 -2.277
H -2.681 -1.792 -2.169
C 0.814 0.029 -1.244
O 0.994 1.357 -0.788
H 0.861 -0.670 -0.398
H -0.176 -0.083 -1.683
H 1.550 -0.256 -2.001
H 1.925 1.437 -0.550
C 3.609 1.934 1.127
O 3.830 1.609 -0.249
H 3.228 1.081 1.696
H 4.515 2.309 1.611
H 2.864 2.725 1.177
H 4.527 0.949 -0.291
*
```

---

It comes down to b, which is 0.0254 hartree more stable than the next structure.

---

--- a ---
Formula: C4H16O4
Source: the OMol25 dataset
Level of theory: ωB97M-V/def2-TZVPD

Results
Kohn-Sham gap   9.782 eV

Geometry as ORCA input:
```
! RIJCOSX wB97M-V def2-TZVPD def2/J DEFGRID3
* xyz 0 1
C -1.470 -1.507 1.867
C -1.643 -1.715 3.344
C -0.760 -2.379 4.073
C -2.905 -1.152 3.976
H -2.138 -2.148 1.291
H -0.466 -1.749 1.517
H -1.686 -0.456 1.659
H -0.913 -2.546 5.130
H 0.190 -2.790 3.757
H -3.516 -0.689 3.211
H -2.552 -0.380 4.658
H -3.473 -1.861 4.565
H 1.048 -1.102 -5.123
H 1.965 -0.146 -5.927
O 1.067 -0.259 -5.599
H 0.907 3.723 -3.733
H 0.050 2.649 -3.045
O 0.436 3.521 -2.923
H 1.792 2.003 -6.049
H 2.319 3.309 -5.541
O 2.339 2.365 -5.341
H 3.771 1.276 1.862
H 2.351 1.066 1.278
O 3.287 0.967 1.092
*
```

---

--- b ---
Formula: C4H16O4
Source: the OMol25 dataset
Level of theory: ωB97M-V/def2-TZVPD

Results
Kohn-Sham gap   10.364 eV

Geometry as ORCA input:
```
! RIJCOSX wB97M-V def2-TZVPD def2/J DEFGRID3
* xyz 0 1
C 24.678 -6.241 -7.026
O 23.500 -5.487 -7.226
H 24.715 -6.537 -5.977
H 24.704 -7.147 -7.648
H 25.575 -5.653 -7.240
H 23.617 -4.879 -7.972
C 20.645 -7.515 -8.799
O 19.321 -7.093 -9.100
H 20.649 -8.501 -8.324
H 21.171 -7.559 -9.749
H 21.141 -6.807 -8.130
H 18.790 -7.176 -8.304
C 21.860 -4.113 -10.080
O 23.136 -3.894 -9.476
H 21.196 -4.542 -9.337
H 21.425 -3.172 -10.426
H 21.931 -4.796 -10.929
H 23.727 -3.543 -10.147
C 21.815 -7.917 -5.076
O 21.694 -6.540 -5.339
H 21.020 -8.504 -5.557
H 22.771 -8.325 -5.426
H 21.756 -8.114 -4.005
H 22.247 -6.336 -6.102
*
```

---

It comes down to a, which is 0.0266 hartree more stable than the next structure.